Record 1
Formula: C78H184O41P2
Source: OMol25
Level of theory: ωB97M-V/def2-TZVPD

Calculated values
- Highest occupied orbital energy: -9.126 eV
- ΔE to the lowest compared entry with this formula, charge and spin: 0.000 eV
- Spin multiplicity: 1

```
305
Properties=species:S:1:pos:R:3:mulliken_charge:R:1
C -8.8178 7.0926 2.3141 -0.3866
O -9.2738 7.9952 3.3847 -0.4686
C -10.6360 8.1582 3.4580 -0.7329
C -11.5118 8.6666 2.2906 -0.5991
O -11.8010 7.6356 1.3541 -0.0212
C -12.8372 6.7605 1.7407 -0.9243
C -13.1631 5.6574 0.7076 0.6361
O -11.9861 4.9053 0.6842 -0.5324
C -11.5776 4.3405 -0.5851 -0.2130
H -7.9454 6.4653 2.4973 0.3880
H -8.6889 7.6802 1.4052 0.1896
H -9.5694 6.4170 1.9056 -0.0373
H -11.0354 8.6323 4.3546 0.4723
H -10.9442 7.1861 3.8428 0.3803
H -10.9680 9.4232 1.7250 0.3308
H -12.3563 9.2944 2.5750 0.4532
H -13.7380 7.2865 2.0569 0.5250
H -12.5753 6.3375 2.7105 0.3011
H -13.4244 6.0406 -0.2788 -0.7242
H -13.9562 5.0558 1.1516 0.3681
H -12.4120 3.7641 -0.9846 0.5587
H -10.6137 3.8531 -0.4381 0.1591
H -11.3173 5.0864 -1.3360 -0.0524
C -3.4089 1.3432 -5.0270 -0.2989
O -2.0134 1.2651 -4.6934 -0.4860
C -1.5383 1.8642 -3.4623 -0.4701
C -1.5374 3.4469 -3.4922 -0.7022
O -2.8793 3.8169 -3.4751 -0.0056
C -3.1895 5.1054 -4.0487 -0.9222
C -4.6484 5.5045 -4.1338 0.5840
O -5.2374 5.3689 -5.4487 -0.5921
C -6.5873 5.8233 -5.5093 0.1743
H -3.9430 1.0380 -4.1272 0.0948
H -3.6121 0.5544 -5.7513 0.2859
H -3.5568 2.3042 -5.5196 0.2134
H -0.4811 1.6990 -3.2544 0.4595
H -2.0397 1.5881 -2.5347 0.1499
H -0.9782 3.5125 -4.4255 0.3332
H -0.9297 3.7577 -2.6424 0.3831
H -2.8372 4.9307 -5.0653 0.3629
H -2.5165 5.7014 -3.4324 0.3588
H -4.7299 6.5860 -4.0257 0.0558
H -5.3377 5.1206 -3.3818 -0.0510
H -7.2456 5.0769 -5.0648 -0.2656
H -6.8973 6.0075 -6.5379 0.4487
H -6.8225 6.8002 -5.0868 -0.0982
C -7.4145 -6.5722 -2.8825 -0.4891
O -7.9787 -5.8954 -1.7597 -0.3940
C -7.2181 -5.2481 -0.8059 -0.4846
C -5.7083 -4.8717 -1.0645 -0.4379
O -5.4234 -4.1681 -2.3313 -0.4437
C -6.2950 -3.0808 -2.8563 -0.5900
C -5.5340 -1.7829 -2.5914 -0.0686
O -5.5597 -1.3662 -1.2088 -0.3061
C -4.5999 -0.3813 -0.9338 -0.6421
H -8.0522 -6.5828 -3.7665 0.2067
H -7.3313 -7.6512 -2.7527 0.2538
H -6.4752 -6.0441 -3.0465 0.2438
H -7.2021 -5.8120 0.1268 0.4008
H -7.8800 -4.4123 -0.5789 0.2268
H -5.2125 -5.8045 -0.7962 0.3792
H -5.4698 -4.0709 -0.3644 0.2895
H -7.2352 -3.1771 -2.3134 0.3389
H -6.4311 -3.2206 -3.9287 0.3276
H -6.0564 -1.0071 -3.1511 0.0308
H -4.4927 -1.9194 -2.8832 0.4040
H -4.8345 -0.3095 0.1282 0.2881
H -4.7533 0.4976 -1.5599 0.1582
H -3.5817 -0.7228 -1.1203 0.3083
C -14.4223 10.0465 -6.9110 -0.2072
O -15.3008 9.9816 -8.0179 -0.4186
C -16.6752 10.0786 -7.7192 -0.2150
C -17.2214 11.2310 -6.8603 -0.6520
O -17.0961 12.5990 -7.3323 -0.3240
C -18.3109 13.3227 -7.5547 -0.4153
C -18.2739 14.7774 -7.2503 -0.5498
O -19.3388 15.4435 -7.8424 -0.3254
C -19.1280 16.8603 -7.9490 -0.7371
H -14.6210 9.1632 -6.3041 0.1129
H -14.6510 10.9921 -6.4193 0.4431
H -13.3842 9.8548 -7.1823 -0.1046
H -16.8357 9.0659 -7.3494 0.1696
H -17.3053 10.0848 -8.6086 0.3134
H -16.8856 11.3613 -5.8316 0.2961
H -18.2813 10.9936 -6.7687 0.5378
H -18.9618 12.9753 -6.7523 0.2880
H -18.8753 13.1589 -8.4728 0.2552
H -17.2782 15.1548 -7.4831 0.3479
H -18.1939 15.0290 -6.1927 0.3262
H -19.4838 17.2580 -6.9986 0.2867
H -19.7630 17.2383 -8.7503 0.2578
H -18.1519 17.2189 -8.2754 0.3260
C -11.0000 4.9403 -12.4357 -0.8522
O -10.7867 4.5249 -11.0878 -0.0947
C -9.4209 4.1514 -10.8239 -0.8040
C -9.2668 3.8693 -9.3196 -0.0277
O -9.5881 2.5039 -9.1327 -0.4146
C -9.3109 1.8677 -7.8640 -0.1668
C -8.1255 0.9092 -8.1084 -0.4966
O -8.0964 -0.0200 -7.0223 -0.4842
C -7.5272 0.5440 -5.8268 0.0795
H -12.0447 5.2384 -12.5237 0.1984
H -10.7776 4.1106 -13.1067 0.3427
H -10.3636 5.7985 -12.6518 0.3457
H -8.7374 4.9707 -11.0469 0.4075
H -9.1806 3.2816 -11.4353 0.3224
H -9.8268 4.4907 -8.6207 0.0243
H -8.2243 3.9698 -9.0177 0.3642
H -10.1357 1.2546 -7.5006 0.2637
H -9.4127 2.5855 -7.0501 0.1712
H -7.2660 1.5117 -8.4024 0.3222
H -8.3129 0.3314 -9.0135 0.3001
H -7.8755 1.5716 -5.7229 0.0322
H -6.4416 0.5807 -5.9183 0.2331
H -7.6623 -0.2430 -5.0848 -0.0439
C -6.0952 3.3080 3.9033 -0.8122
O -5.6653 3.7948 2.6399 -0.4120
C -6.5395 3.3953 1.5139 -0.5989
C -6.1160 4.1817 0.2879 -0.1662
O -6.4050 5.6056 0.5148 -0.0186
C -5.4960 6.4961 -0.1487 -0.6398
C -6.2451 7.3720 -1.2022 -0.7620
O -7.0690 6.6359 -2.0721 -0.0260
C -8.3692 7.2412 -2.3393 -0.8948
H -5.4511 3.7774 4.6469 0.2918
H -6.0446 2.2308 4.0617 0.2983
H -7.0930 3.6341 4.1970 0.2977
H -7.6153 3.5287 1.6286 0.3311
H -6.2817 2.3516 1.3339 0.4130
H -6.6072 3.7324 -0.5752 -0.1712
H -5.0992 3.8790 0.0378 0.5056
H -4.7003 5.8478 -0.5157 0.2034
H -4.9969 7.1400 0.5755 0.3663
H -5.5714 7.9834 -1.8026 0.2592
H -6.8702 8.0921 -0.6742 0.5909
H -8.9340 6.6629 -3.0705 0.0613
H -8.2375 8.2928 -2.5944 0.4592
H -8.9329 7.3794 -1.4166 0.4081
C -15.4453 6.5656 -7.5853 -1.1102
O -15.1016 5.2167 -7.9112 0.1800
C -14.7099 4.9160 -9.2384 -0.7173
C -14.2496 3.4818 -9.4333 -0.8875
O -15.2617 2.5483 -9.0927 0.1652
C -16.2766 2.3765 -10.0204 -0.6722
C -16.9373 0.9951 -9.8411 0.2569
O -18.1191 0.8281 -10.6089 -0.4365
C -19.0264 -0.1636 -10.1515 -0.4327
H -16.2965 6.7595 -8.2379 0.4549
H -14.6109 7.2308 -7.8075 0.4658
H -15.6600 6.7285 -6.5291 0.0911
H -13.8600 5.5207 -9.5548 0.5480
H -15.4809 4.8881 -10.0084 0.2210
H -13.3287 3.3869 -8.8580 0.1803
H -13.9750 3.3036 -10.4730 0.5091
H -15.8917 2.3951 -11.0400 0.3157
H -17.0945 3.0964 -9.9899 0.2650
H -17.1630 0.7706 -8.7986 -0.3094
H -16.2573 0.1608 -10.0133 0.2593
H -19.8924 -0.1816 -10.8132 0.3843
H -19.5405 0.1429 -9.2406 -0.0118
H -18.7039 -1.2019 -10.0749 0.2683
C -13.1694 -1.0289 -2.0104 -0.7941
O -14.4872 -1.1985 -2.5323 -0.2001
C -14.5417 -2.4263 -3.3152 -0.7022
C -14.1053 -2.4211 -4.8095 0.6869
O -14.1851 -3.7899 -5.3168 -0.4497
C -13.7298 -4.1166 -6.6241 -0.6945
C -14.5104 -3.5914 -7.8526 -0.5323
O -14.4249 -2.1107 -7.7623 -0.0673
C -13.3540 -1.4543 -8.4579 -0.8693
H -12.9694 0.0209 -1.7956 0.1331
H -12.3850 -1.3270 -2.7061 0.4421
H -13.1616 -1.5469 -1.0514 0.3191
H -15.6175 -2.5982 -3.2823 0.2897
H -14.1598 -3.2688 -2.7385 0.3387
H -13.2511 -1.7682 -4.9888 0.1335
H -14.8669 -1.9752 -5.4491 -0.4058
H -13.6106 -5.1898 -6.7729 0.4243
H -12.7037 -3.7524 -6.5732 0.3579
H -15.5562 -3.8970 -7.8219 0.2073
H -13.9841 -4.0275 -8.7017 0.5293
H -13.1680 -0.5389 -7.8961 0.1600
H -13.4929 -1.3896 -9.5371 0.3087
H -12.3971 -1.9744 -8.4137 0.4044
C -15.6463 4.3604 -4.8824 -0.0831
O -15.3300 3.6454 -3.7228 -0.4149
C -14.9469 2.2736 -4.0585 -0.4631
C -13.5984 2.0673 -4.7596 -0.8276
O -12.4809 2.6617 -3.9513 0.4835
C -11.1889 2.5773 -4.5773 -0.1718
C -10.1959 2.7006 -3.4162 0.1664
O -8.8097 2.3851 -3.6656 -0.1643
C -8.0267 2.9955 -2.6676 -1.4169
H -15.8441 5.4019 -4.6290 -0.0063
H -16.5432 3.9349 -5.3326 -0.1167
H -14.7984 4.3556 -5.5674 0.2965
H -15.5939 1.7375 -4.7528 0.1480
H -14.7362 1.7999 -3.0996 0.3214
H -13.8926 2.5289 -5.7022 -0.1026
H -13.4383 1.0030 -4.9320 0.6076
H -11.1441 3.4437 -5.2372 -0.3176
H -11.1264 1.5666 -4.9806 0.5113
H -10.5210 2.1772 -2.5171 0.2020
H -10.2858 3.7532 -3.1476 -0.3759
H -8.2486 2.5217 -1.7114 0.4199
H -7.9259 4.0740 -2.7893 0.4828
H -7.0586 2.7039 -3.0747 0.6832
C -10.0024 -0.6350 0.1719 -0.9572
O -11.2664 -0.2350 0.7235 0.0335
C -11.0706 0.0279 2.1202 -0.4059
C -12.0575 0.9640 2.7649 -0.1869
O -13.4492 0.4512 2.7612 -0.4644
C -14.0387 0.5320 1.5047 0.5335
C -15.5617 0.3681 1.4324 -0.8808
O -16.4153 1.1884 2.1505 -0.3663
C -17.8071 0.8477 2.1849 -0.7316
H -9.1717 0.0594 0.2976 0.2742
H -10.1186 -0.7749 -0.9028 0.2052
H -9.5838 -1.5923 0.4824 0.4395
H -10.1711 0.6274 2.2596 0.3369
H -10.9527 -0.8658 2.7330 0.2318
H -11.8153 1.9650 2.4079 -0.1220
H -11.8867 1.0803 3.8351 0.4085
H -13.6407 -0.2918 0.9122 0.1444
H -13.7925 1.4966 1.0609 -0.0217
H -15.6889 -0.6503 1.7993 0.4196
H -15.9246 0.2215 0.4151 0.3533
H -18.4233 1.7329 2.3425 0.2474
H -18.0152 0.0724 2.9223 0.2624
H -18.0807 0.4586 1.2042 0.3132
C -11.5472 6.3903 -6.0591 -0.5864
O -12.1969 6.9555 -4.9651 0.0463
C -12.6801 6.0302 -3.9071 2.0820
C -13.4156 6.7689 -2.9125 -1.3415
O -14.2628 7.5941 -3.6517 0.4973
C -15.4339 8.0516 -3.0276 -0.9469
C -15.1019 9.3289 -2.1267 -0.0462
O -16.3499 9.9724 -1.7429 -0.3734
C -16.5769 10.4929 -0.4389 -0.6821
H -12.1614 5.5637 -6.4162 0.0783
H -10.4998 6.1249 -5.9156 -0.0806
H -11.5657 7.1571 -6.8336 0.4453
H -11.7335 5.6553 -3.5179 -0.8213
H -13.1564 5.1185 -4.2679 -1.0270
H -12.8047 7.5269 -2.4223 0.4279
H -14.0178 6.1237 -2.2728 0.3963
H -16.1141 7.2637 -2.7043 0.4675
H -16.0524 8.4855 -3.8133 0.3095
H -14.5047 9.9947 -2.7496 0.0297
H -14.4875 9.0263 -1.2787 0.1367
H -16.1306 9.8744 0.3398 0.2408
H -17.6334 10.6370 -0.2126 0.2490
H -16.1637 11.5015 -0.4509 0.3049
C -11.3917 11.2937 -3.8820 -0.9103
C -9.9660 10.7606 -3.7205 0.3014
O -9.1725 11.0379 -4.8357 -0.3811
P -8.5422 9.8334 -5.7165 -0.1477
O -8.5808 8.5005 -5.0128 0.5855
O -9.3266 9.8823 -7.0759 -0.1418
C -9.4091 10.9458 -8.0130 -0.3884
C -10.7946 11.5271 -8.1395 -1.2255
O -7.0197 10.4663 -6.0825 -0.4222
C -5.8883 10.2296 -5.3193 -0.1036
C -4.9116 9.4384 -6.1570 -0.7784
H -12.1203 10.9882 -3.1310 0.2691
H -11.5168 12.3744 -3.9491 0.3912
H -11.6685 11.0019 -4.8951 0.0725
H -9.4950 11.2870 -2.8903 0.3118
H -9.8466 9.8098 -3.2011 -0.2615
H -8.7105 11.7436 -7.7606 0.2842
H -8.8726 10.5070 -8.8543 0.4486
H -11.6432 10.9374 -8.4862 0.2766
H -11.1430 12.2312 -7.3839 0.3178
H -10.7701 12.2515 -8.9535 0.4781
H -5.5037 11.2425 -5.1992 0.3446
H -6.0761 9.8078 -4.3320 0.1499
H -4.9687 9.3830 -7.2441 0.3377
H -3.8954 9.3063 -5.7856 0.3871
H -5.3848 8.4701 -5.9937 -0.0340
C -18.7983 -2.6452 -7.1699 -0.9785
C -17.9138 -1.8999 -6.2265 0.3261
O -18.2245 -0.4593 -6.1884 0.3072
P -19.6722 -0.0250 -5.4825 0.4116
O -19.9741 -0.7128 -4.2168 -0.8238
O -20.6775 -0.0905 -6.7359 0.0401
C -22.0645 -0.1792 -6.5385 -0.4921
C -22.6175 1.2711 -6.4847 -1.0000
O -19.3317 1.5144 -5.3730 -0.3864
C -18.9591 2.2235 -6.5705 0.8031
C -19.2630 3.6917 -6.3495 -1.8153
H -18.6976 -3.7270 -7.2574 0.4182
H -19.8752 -2.5053 -7.0755 0.2139
H -18.4333 -2.4265 -8.1734 0.1139
H -18.0726 -2.2409 -5.2034 0.3819
H -16.8529 -2.0939 -6.3841 -0.4032
H -22.4372 -0.6171 -7.4644 0.2623
H -22.3881 -0.8557 -5.7474 0.3748
H -23.7071 1.2733 -6.5109 0.4436
H -22.2025 1.8176 -5.6378 0.2401
H -22.2279 1.6815 -7.4163 0.2177
H -17.8893 2.1107 -6.7465 -0.0403
H -19.6834 1.9790 -7.3475 0.1564
H -18.9203 4.0260 -5.3702 0.4266
H -18.8822 4.2934 -7.1748 0.3125
H -20.3482 3.7692 -6.4159 0.4844
```


Record 2
Formula: CBrFNO2
Source: OMol25
Level of theory: ωB97M-V/def2-TZVPD

Calculated values
- Highest occupied orbital energy (spin up / spin down): -5.316 / -5.382 eV
- ΔE to the lowest compared entry with this formula, charge and spin: 1.565 eV
- Total charge: -1
- Spin multiplicity: 1

```
6
Properties=species:S:1:pos:R:3:mulliken_charge:R:1
C 0.4447 0.4607 0.1316 0.6317
N -0.7530 -0.2167 -0.3951 0.0446
O 1.3241 -0.1196 0.7012 -0.5896
O 0.2342 1.5833 -0.2685 -0.5557
F -0.7403 -2.2537 -0.1590 -0.5756
Br -2.3823 0.1840 0.1363 0.0446
```


Record 3
Formula: C10H19BN2O
Source: OMol25
Level of theory: ωB97M-V/def2-TZVPD

Calculated values
- Highest occupied orbital energy: -6.032 eV
- ΔE to the lowest compared entry with this formula, charge and spin: 0.605 eV
- Spin multiplicity: 1

```
33
Properties=species:S:1:pos:R:3:mulliken_charge:R:1
C 3.0945 -0.7582 0.8401 -0.7292
C 2.1723 -0.7298 0.0568 0.3240
C 1.0760 -0.8872 -0.9046 -0.8522
B -0.3774 -0.9532 -0.1346 0.8976
C -0.1976 -2.1032 1.0220 -0.7566
C -0.0429 -2.9401 1.8819 -0.1582
C -1.5527 -1.5271 -1.1565 -1.0714
N -2.9188 -1.0746 -0.8409 -0.3154
C -3.5549 -1.8059 0.2534 -0.8840
N -0.7417 0.3569 0.6284 -0.6438
C -0.5085 1.4470 0.0497 0.9523
C -0.8652 1.8249 -1.3937 -1.4180
C 0.1904 2.5658 0.8676 -1.3100
H 3.7389 -1.0307 1.6455 0.4799
H 1.1361 -0.1309 -1.6974 0.3273
H 1.2193 -1.8567 -1.4036 0.3213
H 0.2941 -3.4328 2.7642 0.4432
H -1.5454 -2.6243 -1.1267 0.4264
H -1.3490 -1.2046 -2.1993 0.1848
H -2.9783 -0.0764 -0.7219 0.2848
H -3.9317 -1.1303 1.0334 0.2836
H -2.9299 -2.5912 0.6837 0.2793
H -4.4540 -2.3070 -0.1530 0.2831
H -1.2290 2.8615 -1.4096 0.4413
H -1.5867 1.1596 -1.8642 0.3157
H 0.0550 1.8341 -2.0028 0.2707
H -0.5621 3.0102 1.5366 0.2804
H 0.9785 2.1656 1.5095 0.3109
H 0.5189 3.3678 0.1887 0.3295
O 4.2575 2.2156 0.7204 -0.4079
H 5.1162 2.0235 0.3005 0.4631
H 3.6893 1.3910 0.7620 0.2010
H 3.7889 2.9408 0.2642 0.4464
```